(1)
Below is C23H30ClO9Pr as an isolated structure, with properties calculated with ωB97M-V/def2-TZVPD.

```
! RIJCOSX wB97M-V def2-TZVPD def2/J DEFGRID3
* xyz -2 3
C -0.139 -0.221 -3.544
C -0.642 -1.181 -2.428
C -0.320 1.201 -2.955
C -1.392 1.052 -1.885
H -0.584 1.911 -3.731
H 0.617 1.528 -2.508
C -1.043 -0.308 -1.238
H 0.133 -1.896 -2.163
H -1.502 -1.746 -2.783
C 0.088 -0.213 -0.227
H -1.913 -0.720 -0.726
H -2.343 0.892 -2.409
C -1.570 2.180 -0.937
C 1.339 -0.382 -3.837
C -1.016 -0.379 -4.794
O -1.823 0.447 -5.139
O 2.149 -0.923 -3.118
O 1.659 0.243 -4.987
O -0.959 -1.535 -5.500
C 0.027 -2.548 -5.277
H 0.137 -2.804 -4.228
H 0.988 -2.245 -5.688
H -0.328 -3.419 -5.817
C 3.057 0.259 -5.327
H 3.627 0.782 -4.563
H 3.120 0.782 -6.273
H 3.439 -0.754 -5.423
O -0.366 0.204 1.019
H 0.876 0.453 -0.599
H 0.546 -1.206 -0.142
C -2.951 2.546 -0.549
C -0.443 3.063 -0.560
H -0.020 3.588 -1.426
H 0.382 2.511 -0.104
H -0.754 3.808 0.165
H -2.988 2.915 0.474
H -3.636 1.702 -0.631
H -3.353 3.342 -1.192
Pr -0.002 -0.001 2.810
C -1.607 -0.828 4.459
C -2.247 -0.854 3.195
C -1.597 -1.805 2.401
H -3.053 -0.212 2.887
C -0.521 -2.329 3.137
C -0.554 -1.743 4.430
H 0.131 -1.941 5.235
H -1.858 -0.174 5.274
H -1.817 -2.023 1.371
H 0.181 -3.069 2.791
C 1.966 1.341 3.376
C 1.916 0.227 4.240
C 2.122 -0.928 3.460
H 1.739 0.260 5.301
C 2.253 -0.532 2.117
C 2.177 0.876 2.074
H 2.203 1.484 1.187
H 1.805 2.363 3.662
H 2.163 -1.939 3.823
H 2.389 -1.187 1.273
O -1.232 -0.532 7.243
Cl -0.002 -0.001 6.490
O 0.193 1.445 6.929
O 1.155 -0.825 7.074
O -0.002 -0.001 4.810
*
```

Output
Expectation value of S²: 2.058
Maximum force: 0.1737 hartree/bohr
Total energy: -69336.2840 eV

=====

(2)
Below is a 3-piece molecular cluster, C23H30F5NO16S5 overall, with properties calculated with ωB97M-V/def2-TZVPD.

```
! RIJCOSX wB97M-V def2-TZVPD def2/J DEFGRID3
* xyz 0 1
C 5.710 -1.484 1.063
C 4.752 -1.843 -0.053
C 3.653 -2.782 0.434
O 2.409 -2.331 -0.075
C 1.458 -3.300 -0.163
O 1.413 -4.034 -1.122
C 0.453 -3.465 0.958
S -1.288 -3.305 0.468
C -1.435 -1.824 -0.565
C -0.943 -1.989 -2.025
C -1.484 -3.220 -2.740
C -2.685 -2.999 -3.670
S -2.512 -1.620 -4.845
C -2.869 -1.273 -0.702
O -2.689 0.118 -1.018
C -1.578 0.642 -0.379
S -2.312 1.617 1.025
C -3.504 2.756 0.371
O -1.230 2.319 1.636
O -2.987 0.715 1.911
S -0.528 1.831 -1.312
O 0.701 2.058 -0.636
O -1.252 3.039 -1.539
C -0.056 1.205 -2.999
F 0.739 0.167 -2.926
F -1.117 0.968 -3.732
F 0.605 2.195 -3.549
C -0.904 -0.605 0.203
O 0.535 -0.536 0.360
C 0.869 -0.268 1.564
N 1.137 -0.190 2.706
O 4.176 -0.659 -0.610
C 5.042 0.041 -1.384
O 5.432 -0.346 -2.454
C 5.528 1.355 -0.827
S 5.008 2.683 -1.965
H 6.105 -2.370 1.547
H 6.557 -0.938 0.657
H 5.239 -0.833 1.791
H 5.340 -2.312 -0.837
H 3.845 -3.800 0.108
H 3.686 -2.772 1.524
H 0.650 -2.825 1.810
H 0.570 -4.479 1.315
H 0.133 -2.108 -1.979
H -1.115 -1.064 -2.556
H -1.734 -4.033 -2.068
H -0.683 -3.589 -3.367
H -3.632 -2.892 -3.156
H -2.784 -3.887 -4.280
H -3.226 -0.675 -4.213
H -3.268 -1.241 0.314
H -3.533 -1.799 -1.359
H -2.989 3.704 0.289
H -4.315 2.906 1.065
H -3.839 2.513 -0.627
H -1.281 -0.798 1.204
H 5.109 1.560 0.147
H 6.604 1.330 -0.724
H 4.778 3.687 -1.104
O 5.062 2.119 7.643
C 4.565 1.293 6.961
O 4.051 1.515 5.726
C 3.673 0.247 5.174
C 3.487 -0.590 6.414
F 3.813 -1.892 6.200
O 4.422 -0.021 7.313
H 4.481 -0.131 4.546
H 2.767 0.329 4.579
H 2.488 -0.538 6.849
O -5.415 3.106 -3.550
C -6.265 3.416 -2.792
O -7.593 3.251 -3.006
C -8.280 3.613 -1.804
C -7.281 4.526 -1.136
F -7.348 4.441 0.217
O -6.041 3.996 -1.572
H -8.473 2.719 -1.209
H -9.224 4.104 -2.026
H -7.353 5.573 -1.435
*
```

Output
Relative energy (zero: lowest compared OMol25 entry of this formula, charge and spin): 20.8 kcal/mol
SMILES: C[C@@H](COC(=O)CS[C@@]1(CCCS)CO[C@](S(C)(=O)=O)(S(=O)(=O)C(F)(F)F)[C@@H]1OC#N)OC(=O)CS.O=C1OC[C@@H](F)O1.O=C1OC[C@@H](F)O1
Maximum force: 0.0647 hartree/bohr

=====

(3)
Below is C23H30IrN5O4Se as an isolated structure, with properties calculated with ωB97M-V/def2-TZVPD.

```
! RIJCOSX wB97M-V def2-TZVPD def2/J DEFGRID3
* xyz 1 2
Ir -0.700 -1.798 1.394
C 0.416 -1.941 5.741
C -0.574 -1.452 4.695
C -1.866 -0.931 5.319
O -0.841 -2.480 3.742
C 0.053 -0.252 3.882
O 0.723 0.567 4.457
O -0.259 -0.256 2.646
H -0.070 -2.621 6.438
H 0.814 -1.094 6.291
H 1.244 -2.456 5.262
H -2.315 -1.694 5.955
H -2.579 -0.662 4.542
H -1.660 -0.054 5.927
H -1.283 -3.210 4.190
C -2.800 0.394 -1.288
N -1.947 -0.391 -2.151
C -2.390 -0.555 -3.522
C -1.762 -1.795 -4.136
C -0.256 -1.718 -3.949
N 0.067 -1.486 -2.554
C 1.372 -1.937 -2.124
C -0.731 -0.785 -1.725
O -0.340 -0.501 -0.556
H -3.826 0.039 -1.380
H -2.766 1.448 -1.573
H -2.467 0.290 -0.257
H -2.119 0.338 -4.100
H -3.478 -0.650 -3.519
H -2.004 -1.852 -5.196
H -2.145 -2.685 -3.633
H 0.166 -0.907 -4.556
H 0.208 -2.659 -4.252
H 1.455 -3.014 -2.280
H 1.501 -1.710 -1.068
H 2.147 -1.436 -2.709
N -1.204 -3.384 0.414
C -1.666 -4.459 0.290
C -2.221 -5.684 0.162
C -2.579 -6.373 1.332
N -2.883 -6.916 2.295
C -2.488 -6.274 -1.080
N -2.715 -6.752 -2.098
C 3.407 6.207 -2.042
C 2.802 5.012 -1.394
C 3.429 3.769 -1.443
C 2.909 2.672 -0.793
C 3.595 1.348 -0.862
C 1.705 2.812 -0.062
Se 1.067 1.358 0.933
C 1.021 4.046 -0.063
C -0.282 4.224 0.645
C 1.584 5.119 -0.724
H 4.326 5.957 -2.564
H 3.631 6.957 -1.284
H 2.711 6.663 -2.745
H 4.345 3.671 -2.007
H 4.435 1.379 -1.549
H 2.895 0.584 -1.199
H 3.968 1.055 0.119
H -0.748 3.266 0.874
H -0.964 4.813 0.036
H -0.138 4.765 1.579
H 1.073 6.069 -0.727
*
```

Output
Expectation value of S²: 0.920
Maximum force: 0.0589 hartree/bohr
Total energy: -108153.2086 eV

=====

(4)
Below is one molecule with the formula C23H30N2O3, with properties calculated with ωB97M-V/def2-TZVPD.

```
! RIJCOSX wB97M-V def2-TZVPD def2/J DEFGRID3
* xyz 0 1
C 1.925 3.830 -1.558
O 2.635 3.171 -0.561
C 4.032 3.090 -0.748
C 4.443 2.188 0.463
N 3.740 0.773 0.434
C 4.276 -0.320 0.405
O 5.446 -0.466 0.398
C 3.381 -1.382 0.186
C 3.763 -2.590 0.759
C 3.008 -3.750 0.810
C 1.657 -3.416 0.253
C 1.200 -2.320 -0.442
O 0.119 -2.217 -1.114
C -0.998 -3.176 -0.775
C -1.540 -3.300 0.539
C -2.227 -1.823 0.856
N -3.073 -1.329 -0.297
C -3.901 -0.247 0.097
C -3.221 0.857 0.203
C -2.896 1.878 -1.006
C -2.265 2.843 -0.867
C -1.697 3.360 0.291
C -2.045 2.871 1.352
C -2.837 1.564 1.294
C -3.120 1.026 2.772
C -2.596 -1.318 -1.429
C -2.024 -2.726 -2.017
C 2.179 -1.494 -0.404
H 0.854 3.976 -1.207
H 2.001 3.210 -2.644
H 2.191 4.850 -1.720
H 4.139 2.349 -1.545
H 4.500 3.903 -0.677
H 4.226 2.845 1.346
H 5.644 2.082 0.288
H 2.735 1.044 0.573
H 4.665 -2.614 1.351
H 3.309 -4.552 1.146
H 1.212 -4.634 0.257
H -0.472 -4.258 -1.105
H -2.460 -3.839 0.436
H -0.680 -3.432 1.244
H -2.790 -1.851 1.774
H -1.432 -1.158 0.851
H -4.408 -0.577 1.208
H -4.888 -0.110 -0.432
H -3.421 1.456 -1.816
H -1.985 3.422 -1.895
H -1.146 4.326 0.507
H -1.695 3.190 2.167
H -2.610 -0.056 2.906
H -4.245 0.682 2.814
H -2.872 1.888 3.587
H -3.403 -1.046 -2.097
H -1.765 -0.442 -1.830
H -2.884 -3.378 -1.794
H -1.525 -2.540 -2.858
H 1.840 -0.314 -0.727
*
```

Output
Relative energy (zero: lowest compared OMol25 entry of this formula, charge and spin): 443.4 kcal/mol
SMILES: COCCNC(=O)c1cccc(OC2CCN(Cc3ccccc3C)CC2)c1
Maximum force: 0.3784 hartree/bohr

=====

(5)
Below is one molecule with the formula C23H30N2O3, with properties calculated with ωB97M-V/def2-TZVPD.

```
! RIJCOSX wB97M-V def2-TZVPD def2/J DEFGRID3
* xyz 0 1
C 5.111 0.411 1.888
O 4.888 -0.805 1.217
C 3.706 -1.450 1.413
C 3.490 -2.579 0.621
C 2.324 -3.301 0.755
C 1.352 -2.903 1.659
C 1.546 -1.776 2.445
C 0.478 -1.322 3.400
C -0.509 -0.278 2.809
C -1.589 0.009 3.878
O -2.454 -1.070 4.134
C 0.247 1.022 2.494
C -0.560 2.000 1.639
N -1.004 1.342 0.424
C -0.079 1.310 -0.599
O 0.904 2.029 -0.597
N -0.335 0.437 -1.625
C 0.384 0.594 -2.869
C -0.240 1.672 -3.775
C -1.671 1.334 -4.075
C -2.687 1.765 -3.229
C -4.002 1.400 -3.462
C -4.318 0.601 -4.547
C -3.314 0.169 -5.397
C -2.000 0.530 -5.159
C -1.897 0.246 0.738
C -1.162 -0.834 1.534
C 2.736 -1.065 2.331
H 6.071 0.775 1.527
H 5.166 0.270 2.973
H 4.334 1.146 1.653
H 4.254 -2.867 -0.082
H 2.166 -4.180 0.148
H 0.441 -3.477 1.755
H 0.943 -0.882 4.286
H -0.093 -2.201 3.712
H -2.243 0.816 3.545
H -1.096 0.335 4.806
H -1.947 -1.795 4.515
H 0.553 1.508 3.423
H 1.141 0.773 1.920
H 0.072 2.842 1.353
H -1.438 2.377 2.168
H -1.278 0.100 -1.734
H 0.389 -0.373 -3.380
H 1.406 0.879 -2.615
H 0.341 1.731 -4.697
H -0.176 2.630 -3.257
H -2.446 2.396 -2.384
H -4.781 1.743 -2.797
H -5.344 0.318 -4.732
H -3.556 -0.452 -6.247
H -1.219 0.189 -5.823
H -2.326 -0.186 -0.167
H -2.723 0.657 1.325
H -1.866 -1.623 1.805
H -0.387 -1.258 0.892
H 2.901 -0.217 2.977
*
```

Output
Relative energy (zero: lowest compared OMol25 entry of this formula, charge and spin): 18.0 kcal/mol
SMILES: COc1cccc(CC2(CO)CCN(C(=O)NCCc3ccccc3)CC2)c1
Maximum force: 0.0101 hartree/bohr

=====

(6)
Below is C23H30N2O4P2PdS2Se as an isolated structure, with properties calculated with ωB97M-V/def2-TZVPD.

```
! RIJCOSX wB97M-V def2-TZVPD def2/J DEFGRID3
* xyz -1 4
Pd 0.884 -0.328 -0.744
C -3.105 -4.173 2.793
C -1.838 -3.356 3.114
O -1.183 -3.081 1.837
P 0.207 -2.206 1.847
S 1.286 1.253 1.186
S 0.457 -2.395 -0.244
O 1.331 -3.345 2.304
C 2.700 -2.841 2.573
C 2.858 -1.746 3.566
H -3.289 -4.926 3.548
H -3.047 -4.634 1.810
H -3.993 -3.556 2.877
H -1.180 -4.011 3.694
H -2.099 -2.473 3.666
H 3.229 -2.486 1.642
H 3.204 -3.768 2.848
H 3.909 -1.706 3.776
H 2.372 -1.897 4.509
H 2.665 -0.706 3.186
O 0.220 2.076 -3.836
C -0.031 1.642 -2.743
O 0.080 0.319 -2.546
C -0.487 2.526 -1.404
P -0.542 1.792 0.285
C -2.087 0.729 0.400
C -2.858 0.925 1.576
C -4.085 0.349 1.760
C -4.577 -0.546 0.832
C -3.901 -0.685 -0.375
C -2.620 -0.122 -0.524
C -1.083 3.380 1.184
C -0.404 3.877 2.272
C -0.726 5.150 2.741
C -1.792 5.860 2.194
C -2.496 5.370 1.071
C -2.178 4.107 0.636
H -1.370 3.200 -1.468
H 0.315 3.286 -1.184
H -2.482 1.648 2.298
H -4.616 0.622 2.681
H -5.478 -1.131 1.005
H -4.290 -1.260 -1.256
H -2.116 -0.133 -1.496
H 0.416 3.332 2.736
H -0.135 5.623 3.505
H -2.067 6.790 2.587
H -3.189 6.016 0.561
H -2.709 3.621 -0.177
C 3.062 1.320 -5.018
N 3.308 -0.047 -4.563
C 3.678 -1.135 -5.391
C 3.728 -2.232 -4.629
N 3.297 -1.905 -3.332
C 3.131 -2.972 -2.321
C 3.207 -0.527 -3.267
Se 3.030 0.527 -1.743
H 1.976 1.418 -4.902
H 3.280 1.521 -6.070
H 3.508 2.032 -4.364
H 3.716 -1.009 -6.456
H 3.864 -3.302 -4.892
H 4.011 -3.575 -2.228
H 2.241 -3.646 -2.505
H 2.885 -2.453 -1.423
*
```

Output
Expectation value of S²: 3.776
Maximum force: 0.0720 hartree/bohr
Total energy: -144581.5441 eV